[1]
69
Properties=species:S:1:pos:R:3 method="wB97M-V/def2-TZVPD" total_charge=-2 total_energy_ha=-9566.67132 multiplicity=2 e_above_lowest_kcal_mol=61.1
Co 1.20469 1.43879 2.13223
Se 2.70694 1.76920 3.78622
Te 1.29568 2.69232 5.73313
Te 0.73445 3.64414 3.10941
Se -1.69488 3.73228 3.38146
N -1.15051 0.39887 3.96950
C -1.39272 -0.51827 4.91840
C -0.35440 -1.42275 4.87898
C 0.49266 -0.95145 3.86644
N -0.00579 0.15041 3.32764
H -1.64676 1.27856 3.80312
H -2.26219 -0.45635 5.54924
H -0.20370 -2.29328 5.49269
H 1.43257 -1.35072 3.52355
O 4.28030 1.22074 1.26919
Cl 3.69798 -0.06404 1.02727
O 3.72188 -0.86998 2.20797
O 4.38851 -0.72090 -0.03144
O 2.30064 0.12503 0.61242
O 1.27699 4.17903 0.85246
C 1.05560 3.20451 0.08636
O 0.36544 2.20009 0.43628
C 1.64190 3.24061 -1.27131
C 0.94183 2.75647 -2.37827
C 1.54235 2.71248 -3.61487
C 2.86908 3.12205 -3.76469
C 3.56756 3.62325 -2.66293
C 2.94424 3.71332 -1.43971
N 3.49022 3.06898 -5.04360
O 2.83667 2.69073 -6.00450
O 4.65907 3.40835 -5.14599
H -0.09885 2.48130 -2.26527
H 1.00103 2.39067 -4.49234
H 4.59373 3.92952 -2.79980
H 3.48023 4.09564 -0.58225
F -3.55775 -5.45625 -3.20408
C -2.88244 -4.32243 -2.87452
C -3.29916 -3.58646 -1.78277
C -2.58728 -2.44499 -1.44623
C -1.44987 -2.05454 -2.15125
C -1.09030 -2.80736 -3.26354
C -1.80849 -3.93592 -3.64500
Sb -0.10392 -0.48992 -1.31848
C 0.29723 -2.03640 0.14890
C 1.54750 -2.63755 0.03462
C 1.91340 -3.69869 0.84607
C 0.98983 -4.17289 1.75542
F 1.31928 -5.23289 2.53967
C -0.25925 -3.60816 1.89093
C -0.59477 -2.52417 1.09022
C -1.92580 0.50808 -0.71655
C -2.74715 0.90155 -1.77032
C -3.88234 1.66323 -1.54328
C -4.17886 2.02830 -0.24441
F -5.30011 2.76066 -0.02310
C -3.38812 1.66254 0.82375
C -2.25365 0.90170 0.57233
H -4.15439 -3.91394 -1.20593
H -2.93641 -1.84239 -0.61700
H -0.22906 -2.51263 -3.85320
H -1.53468 -4.51861 -4.51520
H 2.26771 -2.25520 -0.67826
H 2.89837 -4.13914 0.77480
H -0.95295 -4.00347 2.62034
H -1.56993 -2.06861 1.21599
H -2.50626 0.59724 -2.78457
H -4.52021 1.97647 -2.35971
H -3.62683 2.00613 1.82078
H -1.60573 0.63714 1.39657

[2]
30
Properties=species:S:1:pos:R:3 method="wB97M-V/def2-TZVPD" total_charge=-1 total_energy_ha=-1356.21157 multiplicity=2
Sn -1.12895 4.30862 -1.96748
S -2.95954 3.92987 1.03196
O -4.32503 3.45459 1.15316
O -2.49236 4.40318 2.27592
O -2.13977 2.88993 0.47222
O -3.01962 5.05182 0.07712
C 1.72945 -3.53159 2.41549
O 1.07867 -2.48172 1.69575
C -0.21966 -2.84934 1.23552
C -0.73303 -1.73305 0.30335
N 0.16546 -1.72977 -0.90844
C 0.01066 -0.54239 -1.73734
C 0.26603 0.79763 -0.95870
O 0.69511 1.94814 -1.77723
C 2.04129 1.97370 -2.14349
H 2.42855 -3.04269 3.09396
H 2.41049 -4.01654 1.71613
H 1.09705 -4.27094 2.90695
H -0.94370 -2.96170 2.04253
H -0.14856 -3.73280 0.60105
H -0.58244 -0.79699 0.84113
H -1.80814 -1.76579 0.12685
H 1.09615 -1.81814 -0.52621
H -0.96775 -0.41387 -2.20027
H 0.77541 -0.63047 -2.50903
H 1.03904 0.63065 -0.20858
H -0.54255 1.06913 -0.28004
H 2.21580 2.75706 -2.88106
H 2.26709 1.01603 -2.61249
H 2.69488 2.08729 -1.27861

[3]
76
Properties=species:S:1:pos:R:3 method="wB97M-V/def2-TZVPD" total_charge=+1 total_energy_ha=-1463.51562 multiplicity=3
C 6.37330 -3.03144 -5.00585
O 6.32418 -2.81158 -6.45414
B 5.33338 -1.85158 -6.75411
O 5.71429 -0.48703 -6.83585
N 3.87991 -2.14143 -7.02716
C 2.92867 -1.62092 -6.27713
N 1.57108 -1.97919 -6.59810
N 3.10406 -0.75993 -5.13323
O 3.47224 -1.46090 -3.99812
H 7.43292 -3.04628 -4.61568
H 5.82047 -3.98985 -4.79736
H 5.88455 -2.13409 -4.50778
H 6.56327 -0.34071 -6.38554
H 3.67310 -2.75849 -7.82255
H 1.62087 -3.00122 -6.74912
H 1.07957 -1.88543 -5.69138
H 3.68865 0.05772 -5.32450
H 4.13196 -0.98048 -3.47131
C -0.92771 -1.78768 1.70301
C -0.84999 -2.57680 0.37135
C 0.23924 -3.66143 0.46592
C 1.65928 -3.11212 0.38218
C 1.82547 -2.22047 -0.84319
C 0.76652 -1.10555 -0.92629
N -0.61885 -1.62308 -0.75417
O -0.96662 -2.23687 -1.89006
C 1.06985 -0.02930 0.14281
C 0.94131 -0.35576 -2.26257
C -2.21806 -3.28301 0.27023
H -1.31623 -0.77763 1.54897
H -1.60042 -2.26718 2.41781
H 0.03450 -1.71524 2.21166
H 0.10468 -4.38807 -0.34447
H 0.12309 -4.22282 1.39698
H 1.91361 -2.56212 1.29279
H 2.36736 -3.94365 0.32502
H 2.82916 -1.78183 -0.83620
H 1.77633 -2.84912 -1.74095
H 0.28409 0.72944 0.16536
H 2.00839 0.48186 -0.08720
H 1.19187 -0.42883 1.14530
H 0.87193 -1.01842 -3.12782
H 1.92549 0.11617 -2.31522
H 0.19258 0.43203 -2.37252
H -3.03464 -2.55950 0.19651
H -2.39975 -3.89473 1.15753
H -2.28209 -3.96055 -0.58311
C -2.69979 5.21657 3.24860
C -2.75986 3.82704 2.56313
C -4.22295 3.35911 2.45185
C -4.81701 2.88397 3.77298
C -3.91875 1.84223 4.42956
C -2.46181 2.31370 4.58637
N -1.90191 2.86550 3.31808
O -1.63438 1.83630 2.51017
C -2.38327 3.37520 5.70834
C -1.61932 1.14062 5.13074
C -2.23210 4.08749 1.13678
H -1.74082 5.37639 3.74765
H -2.80604 6.02696 2.52370
H -3.49874 5.36761 3.97518
H -4.29061 2.53596 1.73049
H -4.84011 4.16659 2.04747
H -4.97962 3.72937 4.44811
H -5.80379 2.44952 3.59155
H -4.33117 1.57609 5.40729
H -3.95100 0.92583 3.82842
H -1.37514 3.79030 5.78085
H -2.61905 2.92456 6.67510
H -3.08635 4.19467 5.58768
H -1.67238 0.25514 4.49412
H -1.97941 0.83486 6.11555
H -0.56987 1.42608 5.23592
H -1.19039 4.42094 1.15259
H -2.81995 4.86834 0.64733
H -2.30126 3.20813 0.49365

[4]
8
Properties=species:S:1:pos:R:3 method="wB97M-V/def2-TZVPD" total_energy_ha=-1024.17633 multiplicity=1 e_above_lowest_kcal_mol=54.2
C 0.48948 -0.68177 -0.10943
C -0.59946 0.13706 0.54742
H 2.30590 -0.26008 -1.69870
H -1.50398 1.59091 0.62808
O 1.07678 -1.52559 0.45799
O -1.12038 1.13933 -0.13192
S 0.57484 -0.02468 -1.68554
S -1.22319 -0.37518 1.99210

[5]
23
Properties=species:S:1:pos:R:3 method="wB97M-V/def2-TZVPD" total_charge=+1 total_energy_ha=-367.00654 multiplicity=1 e_above_lowest_kcal_mol=14.4
C 0.48302 0.85882 1.03513
C 1.41451 -0.33504 0.78580
C 0.78732 -1.67873 1.11015
C 0.02133 -2.33268 -0.04223
N -0.38193 1.13690 -0.18398
H -0.21684 0.67143 1.84325
H 1.03156 1.76734 1.23866
H 1.77048 -0.28438 -0.24086
H 2.26372 -0.13476 1.44161
H 1.57308 -2.37566 1.41205
H 0.17781 -1.67730 2.02075
H -0.92296 -1.81787 -0.23663
H -0.26165 -3.34773 0.25342
H 0.62653 -2.44205 -0.93560
H 0.16073 0.90193 -1.01554
H -0.86642 2.04085 -0.18353
H -1.23821 0.57420 -0.21086
H 0.39328 0.14049 -3.74024
H 1.49758 -0.08985 -2.70400
O 0.79335 0.52069 -2.94636
H -3.13443 3.20684 -0.12187
H -3.04645 2.36652 1.18672
O -2.92543 2.33005 0.23416

[6]
93
Properties=species:S:1:pos:R:3 method="wB97M-V/def2-TZVPD" total_charge=-2 total_energy_ha=-7373.39639 multiplicity=1 e_above_lowest_kcal_mol=519.4
C 2.29662 1.35276 -3.81526
C 3.80360 1.25246 -3.10805
C 3.64715 1.63893 -1.50344
C 3.86520 0.36501 -0.48859
C 3.05849 -0.99005 -0.99250
C 2.40515 -1.74939 0.31461
C 2.06438 -3.35675 0.03799
C 0.62674 -3.58821 -0.73931
C -0.31333 -4.71827 0.04787
C -1.90975 -4.34475 0.05655
C -2.25814 -3.11578 1.12517
C -2.07492 -3.68666 2.66592
C -2.13158 -2.52121 3.82102
C -1.29550 -1.15468 3.46636
C -2.37620 0.08019 3.41845
C -3.19928 0.22721 2.00788
N -2.34141 0.47101 0.78571
C -1.65262 1.82699 0.79604
O -1.04749 2.51527 1.76708
C -1.67929 2.42249 -0.73028
C -1.06296 3.78111 -1.40890
C -0.27148 4.86697 -0.47017
O 0.96867 5.31219 -0.70579
N -1.04174 5.41308 0.74810
C -2.52869 5.51529 0.44104
O -3.44053 4.65272 0.97051
F -3.08832 6.53411 -0.50801
C -1.30468 3.94600 -3.05446
C -2.15437 2.79000 -3.91450
N -2.30996 3.08490 -5.40864
C -2.79235 1.43172 -3.17921
C -3.65375 0.37204 -4.08483
Br -5.55480 0.14413 -3.37867
C -2.90858 -1.05276 -4.39706
C -1.68069 -1.44258 -3.38710
Br -4.36131 -2.47585 -4.23273
C -2.52792 1.29796 -1.56752
C -3.01600 0.10855 -0.55415
O -3.82830 -0.93978 -0.69873
H 2.14355 2.43446 -4.24884
H 2.24206 0.59716 -4.70936
H 1.46241 1.13779 -3.00173
H 4.32922 0.21991 -3.29529
H 4.46700 2.07835 -3.60889
H 2.58655 2.12210 -1.33870
H 4.47608 2.43128 -1.26074
H 5.02062 0.16536 -0.37246
H 3.48244 0.69590 0.58606
H 2.19539 -0.60169 -1.70362
H 3.85728 -1.65302 -1.55930
H 1.47225 -1.17221 0.78040
H 3.24681 -1.75390 1.14761
H 2.12228 -3.87308 1.09650
H 2.91546 -3.84729 -0.61302
H -0.00258 -2.60420 -0.85157
H 0.88182 -4.05195 -1.80932
H -0.22806 -5.79427 -0.46054
H 0.16476 -4.83248 1.11411
H -2.27348 -4.04880 -1.02462
H -2.60495 -5.25236 0.40001
H -1.54255 -2.23020 0.85144
H -3.39822 -2.89040 0.98907
H -3.02514 -4.38326 2.85749
H -1.14068 -4.38493 2.80454
H -1.64512 -2.99074 4.80396
H -3.26528 -2.35322 4.08031
H -0.58479 -0.94908 4.40212
H -0.58756 -1.23083 2.53782
H -3.19247 -0.16535 4.25355
H -1.82875 1.04978 3.78056
H -3.86317 -0.75950 1.90811
H -3.96005 1.13832 2.13367
H -0.65640 6.33706 1.04623
H -0.87187 4.92988 -3.56768
H -3.29131 2.94049 -5.73265
H -1.61860 2.50722 -5.93515
H -3.80920 0.89953 -5.14497
H -2.51650 -1.10638 -5.50802
H -2.05753 -1.90577 -2.35333
H -0.88510 -0.60035 -3.21415
H -1.08992 -2.33815 -3.91100
C 5.16814 1.59654 3.91757
C 4.85461 0.55959 3.12194
C 3.72066 -0.30216 3.66903
O 3.22306 -1.26101 3.07029
C 3.17644 0.02267 5.01388
C 3.49938 1.05263 5.81582
C 4.55874 1.97586 5.21986
O 4.95040 3.02017 5.75005
O 3.03411 1.32932 6.96415
O 5.37598 0.23865 2.01003
H 5.95651 2.27317 3.60712
H 2.42516 -0.68301 5.34927

[7]
60
Properties=species:S:1:pos:R:3 method="wB97M-V/def2-TZVPD" total_energy_ha=-2303.80309 multiplicity=1 e_above_lowest_kcal_mol=0.0 smiles="Cc1ccc(NC(=O)COC(=O)[C@@H]2CS[C@@]3(C)CCC(=O)N23)cc1S(=O)(=O)N1CCOCC1"
C -3.50137 -2.93373 1.09263
C -2.40886 -1.91892 1.04868
C -2.47897 -0.81093 0.21324
C -1.50158 0.16424 0.19231
C -0.39209 0.04408 1.02332
C -0.28196 -1.07887 1.84180
C -1.27757 -2.03569 1.85235
H -1.17930 -2.89307 2.50183
H 0.59373 -1.19458 2.46230
N 0.63674 0.99150 1.05410
C 0.55832 2.27841 0.64846
O -0.42857 2.83496 0.22842
C 1.87864 3.05727 0.78689
H 2.02204 3.64419 -0.12617
H 1.79838 3.73112 1.64368
O 3.00630 2.22165 1.01770
C 3.77947 1.91142 -0.01533
O 3.66744 2.33849 -1.13129
C 4.81583 0.86215 0.41128
N 4.27174 -0.43986 0.09480
C 3.44709 -1.16200 0.87752
O 2.84488 -0.72393 1.83669
C 3.39846 -2.56619 0.30892
H 3.41645 -3.30437 1.10832
H 2.46042 -2.68458 -0.23776
C 4.61830 -2.63543 -0.61624
H 4.44888 -3.25344 -1.49491
H 5.48006 -3.03042 -0.07693
C 4.87304 -1.17096 -0.99393
C 4.28437 -0.78151 -2.34191
H 3.24316 -1.09467 -2.39632
H 4.84411 -1.26479 -3.13845
H 4.32434 0.29548 -2.48640
S 6.64275 -0.65938 -0.88574
C 6.12715 1.00951 -0.36196
H 6.92321 1.43227 0.24508
H 5.97798 1.62327 -1.25179
H 4.94655 0.92660 1.49802
H 1.49408 0.67078 1.50342
H -1.61910 1.00326 -0.47337
S -3.86526 -0.59217 -0.90158
O -4.14750 -1.81693 -1.59724
O -3.62993 0.57496 -1.70411
N -5.10392 -0.35783 0.21690
C -6.42548 -0.78143 -0.20800
H -6.30274 -1.71111 -0.76260
C -7.08351 0.28861 -1.08164
O -7.13262 1.52611 -0.40566
C -5.83314 1.97785 -0.08377
C -5.10469 0.96736 0.80857
H -4.06758 1.27060 0.95387
H -5.60423 0.89615 1.78084
H -5.96143 2.92912 0.43498
H -5.24742 2.12883 -1.00009
H -8.11726 0.02528 -1.31220
H -6.50837 0.38995 -2.01403
H -7.02759 -0.95686 0.68980
H -3.75962 -3.24678 0.08424
H -3.20372 -3.79701 1.68247
H -4.39454 -2.49182 1.53187

[8]
41
Properties=species:S:1:pos:R:3 method="wB97M-V/def2-TZVPD" total_energy_ha=-1218.26137 multiplicity=1 e_above_lowest_kcal_mol=37.3 smiles="COc1cc(NC(=O)c2cc(-c3ccco3)on2)cc(OC)c1OC"
C -3.78057 -3.23657 -0.62775
H -4.66948 -3.83904 -0.81017
O -4.24668 -1.91206 -0.51299
C -3.34299 -0.92150 -0.24271
C -1.97740 -1.16867 -0.14011
C -1.09055 -0.13299 0.09873
C -1.55847 1.17033 0.24119
C -2.91667 1.42709 0.15932
C -3.83199 0.38218 -0.07824
O -5.13570 0.78111 -0.16357
C -6.16913 -0.12267 0.15773
H -7.06012 0.49403 0.27712
H -5.96541 -0.65084 1.09266
H -6.33396 -0.85269 -0.63755
O -3.47897 2.65913 0.29878
C -2.63638 3.76013 0.52207
H -3.29600 4.62359 0.59178
H -1.93589 3.90918 -0.30686
H -2.07603 3.65957 1.45830
H -0.85613 1.96797 0.42539
N 0.29196 -0.34147 0.19717
C 0.98555 -1.51248 0.13097
O 0.50834 -2.60787 -0.05722
C 2.45125 -1.28420 0.29019
N 3.21253 -2.09400 0.98313
O 4.47613 -1.63277 0.91037
C 4.50477 -0.52275 0.15065
C 3.22756 -0.24007 -0.27362
H 2.91707 0.56053 -0.91116
C 5.75344 0.14282 -0.07709
C 7.02400 -0.16293 0.34668
C 7.86065 0.84149 -0.18235
C 7.04563 1.67934 -0.88394
O 5.77133 1.26842 -0.82730
H 7.24764 2.56946 -1.44616
H 8.92015 0.92831 -0.05875
H 7.30325 -0.99877 0.95366
H 0.82627 0.49655 0.38089
H -1.58665 -2.16286 -0.25409
H -3.08803 -3.34904 -1.46685
H -3.29430 -3.57499 0.29169

[9]
81
Properties=species:S:1:pos:R:3 method="wB97M-V/def2-TZVPD" total_charge=-2 total_energy_ha=-4707.97530 multiplicity=1 e_above_lowest_kcal_mol=0.0
Sr 0.99772 -0.90332 0.92680
N 1.63688 0.96968 4.50142
C 2.71362 0.66063 3.69725
N 3.98034 0.94858 4.04813
N 4.71046 0.51251 3.01758
N 3.92933 -0.04113 2.11438
N 2.62984 0.00064 2.51525
C 0.31082 0.98748 4.10020
N -0.60673 1.59680 4.82679
N -1.77573 1.37118 4.17740
N -1.52232 0.60899 3.09288
N -0.19270 0.39694 2.97397
H 1.86351 1.52961 5.31519
C 1.65775 1.14084 -3.26662
C 0.80066 2.39243 -3.23959
C 1.11149 3.42625 -4.13740
C 0.25713 4.51313 -4.34204
C -0.85417 4.62510 -3.51294
C -1.15755 3.64914 -2.54165
C -0.30410 2.54243 -2.38009
P -0.65669 1.29303 -1.08646
C -1.96656 2.09981 -0.12576
C -3.26128 1.59350 -0.13241
C -4.27292 2.23732 0.57321
C -4.03383 3.38745 1.33077
C -2.73998 3.90259 1.35633
C -1.71018 3.27417 0.64648
C -0.34857 3.92243 0.70733
C -1.54173 0.00960 -2.02554
C -1.91124 0.19584 -3.34473
C -2.23242 -0.90575 -4.14448
C -2.29671 -2.19165 -3.62744
C -2.06967 -2.38941 -2.25072
C -1.76701 -1.28131 -1.39046
C -1.53822 -1.46152 0.00720
H 2.47720 1.20651 -4.01576
H 1.02977 0.26324 -3.53699
H 2.07770 0.94128 -2.25751
H 2.03326 3.32269 -4.70683
H 0.46027 5.22150 -5.12264
H -1.53190 5.44446 -3.61629
H -2.04402 3.75167 -1.93351
H -3.48257 0.71397 -0.68857
H -5.25688 1.78313 0.57222
H -4.83289 3.83567 1.88670
H -2.52580 4.83515 1.88627
H -0.13949 4.34921 1.70624
H -0.23442 4.74882 -0.03225
H 0.46439 3.19586 0.44001
H -1.98645 1.18808 -3.75626
H -2.41044 -0.73400 -5.20746
H -2.48489 -3.04097 -4.28690
H -2.08304 -3.37781 -1.82553
H -1.57357 -2.49896 0.39183
H -1.99463 -0.70585 0.69133
C 5.67561 0.41350 -1.90484
C 4.52715 -0.51354 -1.75686
C 4.03809 -1.50410 -2.62187
C 2.92402 -2.09863 -1.95455
N 2.70190 -1.41948 -0.79650
N 3.70166 -0.46772 -0.67306
C 2.08557 -3.26086 -2.32134
H 6.28443 0.14490 -2.77924
H 6.34945 0.30500 -1.01336
H 5.33492 1.46337 -1.99058
H 4.43195 -1.79397 -3.59753
H 3.92894 -0.09000 0.27308
H 2.73654 -4.04540 -2.77233
H 1.30657 -2.94602 -3.05498
H 1.58810 -3.67576 -1.39155
Se -1.06986 -5.49372 1.99680
C -1.60638 -5.41595 3.78220
C -0.74016 -5.03335 4.80502
C -1.20129 -5.06227 6.10817
N -2.42531 -5.46031 6.45379
C -3.26703 -5.78602 5.46343
C -2.93175 -5.71843 4.12195
H 0.28962 -4.74352 4.58096
H -0.55342 -4.74366 6.91060
H -4.24644 -6.13317 5.80131
H -3.66370 -5.97851 3.36292

[10]
9
Properties=species:S:1:pos:R:3 method="wB97M-V/def2-TZVPD" total_charge=-1 total_energy_ha=-494.65786 multiplicity=1 e_above_lowest_kcal_mol=4.2
S -1.78024 -0.00098 1.77944
H -2.88171 0.76602 1.79499
C 0.70932 -0.59386 -0.81346
N 0.94137 0.65974 -0.12609
H 1.11287 -1.49117 -0.35376
H 1.23106 -0.55182 -1.78172
H -0.35223 -0.75428 -1.00650
H 0.27463 1.39231 -0.35552
H 0.74493 0.57402 0.86262